Molecular formula: C34H62BBr2ClN3O4S
Method: DFT, ωB97M-V with the def2-TZVPD basis set

```
! RIJCOSX wB97M-V def2-TZVPD def2/J DEFGRID3
* xyz -1 1
Br -6.024 4.425 3.391
Br -5.908 7.357 1.788
Cl -1.840 4.997 3.108
S -2.161 2.675 -2.207
O 0.016 -4.560 -8.894
O -0.982 -3.432 -4.587
O -2.393 1.901 1.897
O -3.516 3.096 3.559
N -1.822 -5.497 -6.549
N -1.871 -2.993 1.114
N -1.994 3.626 0.371
C 4.463 1.655 0.499
C -1.381 -6.228 -7.732
C -0.808 -2.973 -0.885
C 1.227 0.931 3.276
C -1.009 0.113 4.266
C 7.386 1.604 2.216
C 7.584 3.635 3.652
C -4.272 0.716 3.283
C -2.811 -2.695 2.192
C 3.438 1.420 -0.614
C 5.928 1.639 0.034
C -2.065 -2.539 -4.767
C -0.030 -5.858 -8.334
C 0.631 0.629 1.901
C 0.484 0.306 4.477
C -0.143 -3.890 -0.014
C -1.000 -5.717 -5.365
C -3.296 3.965 2.578
C -4.233 6.342 2.128
C 2.204 0.666 -0.148
C -1.823 1.428 4.402
C -0.821 -3.876 1.197
C -1.868 -2.463 -0.145
C 6.930 3.047 2.399
C -3.370 -1.281 2.080
C -3.340 6.641 0.930
C 1.297 1.483 0.799
C -2.947 3.030 1.371
C 0.350 -3.518 -7.993
C 6.871 0.866 0.954
C -4.548 4.841 2.209
C -2.067 3.215 -0.740
C -3.991 -0.785 3.378
C -1.372 -4.759 -4.255
B -2.949 1.667 3.266
H 0.794 -5.999 -7.625
H -2.139 -6.076 -8.506
H 1.619 0.404 -1.030
H 0.732 -4.461 -0.267
H 8.666 3.586 3.546
H 6.292 2.641 -0.177
H -1.379 -7.298 -7.498
H -3.391 -1.037 4.251
H 0.516 1.932 0.191
H 5.942 1.126 -0.928
H -1.825 -4.508 -6.762
H 1.353 2.006 3.385
H 0.155 -6.546 -9.164
H -3.621 -3.419 2.208
H 2.242 0.523 3.275
H -2.588 -1.745 -0.493
H -2.339 1.406 5.364
H -0.541 -3.070 -7.546
H -4.953 1.048 4.064
H 8.475 1.605 2.219
H 7.255 3.662 1.561
H -3.828 6.710 3.058
H 5.850 3.114 2.475
H -2.616 5.852 0.768
H 6.347 -0.029 1.283
H 2.476 -0.281 0.318
H -1.355 -0.576 5.041
H -0.588 -4.422 2.093
H -0.428 0.853 1.879
H 7.275 4.657 3.843
H -0.826 -5.039 -3.350
H -0.547 -2.727 -1.897
H -3.927 6.817 0.037
H -3.859 2.707 0.853
H -2.440 -4.817 -4.029
H 7.714 0.508 0.367
H 7.061 1.062 3.103
H 4.336 0.847 1.221
H -4.169 -1.306 1.337
H 1.017 -3.864 -7.200
H 0.985 -0.609 4.794
H -2.711 -2.521 -3.885
H -1.145 -6.744 -5.017
H 0.861 -2.741 -8.563
H 0.595 0.998 5.314
H -2.615 -0.587 1.718
H 0.808 -0.419 1.663
H -1.221 -0.395 3.329
H 1.896 2.275 1.245
H -2.775 7.549 1.129
H -1.647 -1.544 -4.912
H -4.812 0.872 2.340
H 3.144 2.347 -1.105
H -2.666 -2.799 -5.647
H -1.133 2.270 4.454
H 0.070 -5.576 -5.575
H -2.221 -2.732 3.105
H -4.855 4.557 1.210
H -4.946 -1.307 3.511
H 4.225 2.574 1.030
H 7.338 3.005 4.505
H 3.916 0.825 -1.395
*
```

Results
Strongest force on any atom   0.0292 hartree/bohr
HOMO   -5.58 eV
Calculated total energy   -213045.4398 eV

Results of the Löwdin charge analysis, in e, for atoms 1 through 5:
1. Br 0.738
2. Br 0.604
3. Cl 0.686
4. S 0.687
5. O -0.181